Entry 1:
The following is a quantum chemistry calculation of C25H30F2HfN4O7S4 as an isolated structure at a distorted geometry, from the Open Molecules 2025 dataset.

Geometry as XYZ:
```
73
Properties=species:S:1:pos:R:3:forces:R:3
Hf 0.61058 -0.54834 0.39313 0.5482 -0.9100 1.0454
O -0.77830 4.24862 4.26712 -1.2030 1.8946 0.6855
C -0.60374 3.15010 3.88059 0.8657 -1.5801 -0.5285
S -1.81013 1.92872 3.40134 -0.5554 -0.0164 -0.0387
C -0.68445 0.68957 2.86095 0.1477 -0.4789 -0.0532
C 0.62416 0.97219 3.02068 0.5483 0.7329 0.1125
S 1.98246 -0.03197 2.61673 -0.0082 0.2656 -0.3837
S 1.02812 2.55597 3.67944 0.4027 -0.6348 -0.0955
S -1.19221 -0.92418 2.31292 -0.2775 0.3508 -0.1860
O -0.93285 7.76586 -1.46525 0.5137 0.3594 -0.2353
C -1.36926 6.88465 -0.54393 1.6277 -1.5889 -0.0453
O -2.24619 7.06328 0.23395 -0.7938 0.9487 -0.0117
C -0.61571 5.56546 -0.53372 -0.5967 -0.6800 0.0349
C -0.80767 4.68699 0.55405 -0.1197 1.3283 -0.0593
C -0.16628 3.47027 0.56882 -0.9223 -1.2585 2.0533
C 0.67527 3.08613 -0.44275 0.1334 0.7815 -1.2367
C 0.73287 3.86103 -1.60448 0.2512 0.4970 0.3949
C 0.08574 5.10003 -1.63527 0.5575 -0.1005 -0.1335
N 1.45827 1.92981 -0.37200 -0.7320 -0.7954 0.3367
C 2.67026 2.02132 -0.70717 0.8560 0.2864 -0.3997
C 3.44049 0.78317 -0.86135 -0.3637 -0.2088 1.1699
C 4.71047 0.72916 -1.35791 0.6809 -0.3198 -0.2659
C 5.43127 -0.45680 -1.38476 0.0019 -0.4281 0.4359
C 4.82318 -1.56625 -0.81672 0.3641 -0.0851 -1.0646
C 3.55169 -1.42964 -0.30911 -0.2379 0.2293 0.3621
N 2.85861 -0.29120 -0.31901 0.4063 -0.6991 -0.2747
H -0.04782 7.50403 -1.82552 -1.2148 0.2053 0.5495
H -1.41819 5.07981 1.38595 0.3200 -0.6243 -0.4295
H -0.34941 2.73897 1.40490 0.3669 1.0308 -1.0267
H 1.36022 3.52097 -2.42130 -0.2282 0.0928 -0.1077
H 0.18952 5.72625 -2.51817 -0.0684 -0.2520 -0.0489
H 3.19101 2.99203 -0.86040 -0.4648 -0.5526 -0.1436
H 5.15811 1.60143 -1.73507 0.4471 1.1236 -0.4324
H 6.45588 -0.50822 -1.76244 -0.4616 0.1125 -0.0305
H 5.22630 -2.57343 -0.89850 0.2364 0.3236 0.3756
H 3.11220 -2.25644 0.20134 -0.4336 -0.4804 0.0164
C -2.57103 1.85265 -1.70519 -1.8992 2.2317 -0.0755
C -2.28809 0.87336 -0.66767 2.4265 -0.4207 -0.8175
N -3.23475 0.39297 0.06157 -0.1072 -0.4090 0.4336
O -1.06763 0.56219 -0.51310 -0.4154 -0.0939 0.1115
H -3.67660 2.07608 -1.77782 1.1115 -0.4323 -0.1811
H -2.13970 1.70172 -2.69535 0.1006 -0.2974 0.3714
H -2.15626 2.77312 -1.25285 0.0792 -0.0681 -0.5531
H -4.14188 0.78134 0.02508 -0.8823 0.0695 -0.0616
H -2.93956 -0.22846 0.78920 -0.0002 -0.5766 0.9507
N -2.51999 -5.28716 4.29831 0.9765 0.3324 0.1672
C -2.54897 -4.29978 3.18106 -1.4811 -1.3940 0.4855
C -3.51258 -4.74682 2.05053 0.7379 1.8260 0.0935
O -3.78822 -4.00915 1.14299 0.0686 0.2757 -0.3080
O -4.04907 -5.92287 2.17661 -0.3258 -1.2200 0.0545
H -1.53275 -5.52722 4.48988 -0.8528 0.0089 -0.2059
H -3.63181 -6.27656 2.97490 0.0048 -0.5163 0.6834
H -2.84663 -4.86499 5.17483 -0.0248 -0.2277 -0.6085
H -1.58574 -4.15065 2.78121 1.1142 0.2198 -0.6409
H -2.93109 -3.36064 3.51093 -0.1617 0.7992 0.1885
C -1.27248 -2.47949 -2.22752 0.4688 -0.8763 0.6416
C 0.25251 -2.30843 -2.34297 -1.0446 0.5386 -1.3244
C 0.60632 -1.47855 -3.60641 0.5262 0.4088 -0.3410
C 0.96263 -3.63650 -2.42222 0.3156 -0.8969 -0.0290
O 0.65289 -1.56610 -1.24765 0.2621 0.4696 0.9438
H -1.66137 -3.15833 -2.96044 -0.1917 -0.1926 -0.7962
H -1.78757 -1.53846 -2.27997 -0.1927 0.5195 -0.1046
H -1.52998 -2.97292 -1.27923 0.2302 0.3090 0.0394
H 0.02699 -1.73524 -4.51471 0.4384 -0.2839 0.4756
H 1.70314 -1.51381 -3.80551 -0.6850 -0.3636 -0.0447
H 0.43848 -0.40825 -3.45656 -0.3662 -0.0450 0.3493
H 0.73645 -4.17644 -3.36164 0.0543 0.4525 0.2811
H 0.66227 -4.31546 -1.61610 0.1221 0.2661 0.0872
H 2.05256 -3.48229 -2.37743 -0.3194 -0.0705 0.0331
F 2.43920 -3.50744 1.50604 -0.4463 0.7748 -0.1224
C 1.19486 -2.76619 1.57936 0.0432 0.0526 -0.6150
F 0.27532 -3.77888 1.33413 -0.5737 -0.2632 -0.6011
H 1.05562 -2.58572 2.62663 0.2958 0.2237 0.6987
```
Forces are in eV/Å.

Net charge: 0
Energy above the lowest of the compared OMol25 structures with the same formula, charge and spin (kJ/mol): 83.0
LUMO level (eV): -1.3973
Electronic energy (a.u.): -3557.02708
HOMO-LUMO gap (eV): 5.885

Entry 2:
The following is a quantum chemistry calculation of C17H12IrN4O4 as an isolated structure at a distorted geometry, from the Open Molecules 2025 dataset.

Geometry as XYZ:
```
38
Properties=species:S:1:pos:R:3:forces:R:3
Ir 0.16273 -0.46001 -0.45787 1.6771 1.7586 1.9527
O 4.93113 -0.42731 3.02123 -0.4543 0.0169 1.8971
C 5.27103 -0.43211 1.78563 0.1494 -0.0030 -2.0259
O 6.39333 -0.42721 1.34993 -0.0468 0.0014 0.4655
C 4.17733 -0.43711 0.73083 -0.3510 0.0046 0.2758
C 4.44853 -0.42661 -0.63607 -0.1032 -0.0075 1.0059
N 3.27763 -0.42241 -1.27187 -0.1611 0.0072 -0.7256
N 2.25093 -0.43641 -0.40907 -1.0827 -0.3075 0.6395
C 2.77933 -0.44921 0.82473 0.4308 0.0200 0.0698
C 1.84533 -0.48761 2.03383 4.0110 0.3979 -0.5690
O 2.34203 -0.42271 3.14223 -1.3189 -0.1485 -0.1960
O 0.62443 -0.59401 1.74223 -3.8004 0.0901 -2.9960
H 3.94983 -0.42221 3.26153 0.8958 -0.0165 -0.7758
H 5.40933 -0.42921 -1.11857 0.0507 0.0241 -0.1925
H 3.14123 -0.41771 -2.27687 -0.1104 -0.0263 0.2434
C -4.69157 -3.34601 -0.48907 0.1513 0.2743 0.0159
C -5.10687 -2.00811 -0.48317 -0.2978 0.2549 0.0022
C -4.19117 -0.99761 -0.49137 -0.1266 0.1170 -0.0878
C -2.79127 -1.29311 -0.52147 -1.4670 -0.2513 -0.0696
C -2.38147 -2.65511 -0.51207 0.2423 -0.0654 0.0322
C -3.32027 -3.65421 -0.49527 0.5431 0.0488 0.0232
N -1.91267 -0.28181 -0.57067 1.9094 1.0692 0.7493
N -2.36477 0.96259 -0.56587 -1.7315 -0.9603 -0.0634
C -1.49037 1.93279 -0.55967 2.1593 -0.6430 -0.0418
C -1.85117 3.30289 -0.51387 -0.2729 0.2544 0.0265
C -0.87687 4.27039 -0.49027 -0.3947 -0.0096 0.0192
C 0.47543 3.91039 -0.50947 -0.5046 -0.2247 -0.0279
C 0.86123 2.56479 -0.55537 0.4821 -0.9465 -0.1275
C -0.07487 1.55849 -0.58307 -0.1611 -0.5220 0.4938
H -5.41997 -4.14101 -0.48217 -0.0975 -0.1044 -0.0005
H -6.16227 -1.77671 -0.47437 -0.0310 0.0110 0.0211
H -4.46577 0.04849 -0.48917 -0.2323 -0.1730 0.0130
H -1.32187 -2.89181 -0.50937 -0.0694 -0.0984 -0.0102
H -3.01297 -4.68981 -0.47967 0.0729 -0.0135 -0.0199
H -2.90187 3.54999 -0.47487 -0.0870 0.0759 -0.0587
H -1.15507 5.31299 -0.44477 -0.0175 0.0315 0.0044
H 1.23343 4.67609 -0.46747 0.1297 0.1044 -0.0198
H 1.91883 2.33739 -0.55937 0.0147 -0.0410 0.0574
```
Forces are in eV/Å.

Net charge: +2
Energy above the lowest of the compared OMol25 structures with the same formula, charge and spin (kJ/mol): 127.3
LUMO level (alpha / beta) (eV): -10.0530 / -10.7548
Electronic energy (a.u.): -1278.60641
HOMO-LUMO gap (alpha / beta) (eV): 5.022 / 4.320
<S²>: 0.84
Spin multiplicity: 2